No. 1
Computed, not measured: 2 unconnected molecules or ions with the total composition C4H6 at a distorted geometry, with ωB97M-V/def2-TZVPD.

Structure (SMILES): C#C.C=C
E_tot: -4241.6922 eV
M: 54.09 g mol⁻¹
Maximum force: 2.44 eV/A
Total charge: 0

Atoms and positions in Å:
C (-2.4940, -0.4667, 0.2569)
C (-2.2472, 0.6243, -0.1659)
H (-2.7479, -1.4700, 0.5696)
H (-1.9638, 1.6280, -0.4663)
C (1.0047, -0.2872, -0.3699)
C (2.1099, 0.1794, 0.2419)
H (-0.0335, 0.1636, -0.2722)
H (1.1645, -1.1420, -0.9512)
H (2.0797, 1.0417, 0.9978)
H (3.1276, -0.2710, 0.1592)

Atomic forces in eV per Å
-0.392 -0.668 0.001
0.130 0.865 0.016
0.197 0.633 -0.123
-0.304 -0.751 0.130
0.333 1.941 1.444
-0.327 0.932 1.233
1.860 -0.804 -0.070
-0.302 -1.151 -1.091
-0.089 -1.182 -1.367
-1.106 0.185 -0.173

No. 2
Computed, not measured: a molecular structure, C4H6AgF12N2O11S4 at a distorted geometry, with ωB97M-V/def2-TZVPD.

<S²>: 0.75
Spin multiplicity: 2
E_tot: -109692.9522 eV
M: 722.21 g mol⁻¹
Maximum force: 6.03 eV/A
Total charge: 0

Atoms and positions in Å:
Ag (0.6700, -0.1813, -0.1925)
C (2.6540, 2.3853, 2.1752)
F (3.7918, 1.8751, 1.7478)
F (2.8870, 3.1701, 3.1775)
F (2.1059, 3.0301, 1.1541)
S (1.4916, 0.9769, 2.7314)
O (2.2019, -0.2736, 2.4846)
O (1.1821, 1.2598, 4.1118)
N (0.1790, 0.9055, 1.5908)
S (-0.8113, 2.0245, 1.9621)
O (-0.3393, 3.1979, 2.6434)
O (-1.6001, 2.2908, 0.7588)
C (-2.0627, 1.1618, 3.0993)
F (-1.4406, 0.3724, 3.9601)
F (-2.8223, 2.0238, 3.7271)
F (-2.8252, 0.3993, 2.3170)
C (-1.1291, -3.8587, -1.5865)
F (-1.1573, -4.8922, -2.4003)
F (-2.2965, -3.2138, -1.6235)
F (-0.8995, -4.2017, -0.3230)
S (0.3002, -2.7341, -2.1608)
O (1.2877, -2.8968, -1.1118)
O (0.6857, -2.9754, -3.5121)
N (-0.2763, -1.1032, -1.9047)
S (-1.0611, -0.6421, -3.2855)
O (-0.1466, 0.1262, -4.1267)
O (-1.8241, -1.7146, -3.8899)
C (-2.3544, 0.5506, -2.6427)
F (-2.7390, 0.1925, -1.4218)
F (-1.9077, 1.7815, -2.6005)
F (-3.4102, 0.4710, -3.4233)
O (0.5631, 1.8639, -1.2040)
H (1.2810, 2.3557, -1.6215)
H (-0.1155, 2.5222, -0.9743)
O (2.9699, 0.2047, -0.5160)
H (3.5100, 0.9892, -0.6681)
H (3.6017, -0.5134, -0.3750)
O (0.0599, -1.9779, 1.1376)
H (0.3691, -2.8713, 0.9254)
H (-0.5729, -2.0809, 1.8604)

Atomic forces in eV per Å
-1.370 0.125 -0.294
-0.829 -0.732 -0.505
0.552 -0.412 -0.024
-0.029 0.634 0.540
-0.137 0.472 -0.209
1.045 -2.983 0.786
-0.531 1.551 -0.300
-0.307 0.209 -1.533
4.017 -0.444 2.641
-4.828 3.249 -1.596
0.555 -0.975 0.192
0.701 -0.479 0.783
0.643 -0.033 -0.909
0.036 -0.117 0.370
-0.068 0.375 0.244
-0.125 -0.195 -0.067
-0.417 1.198 -0.644
-0.020 -0.248 0.401
0.456 -0.364 0.026
0.020 -0.524 -0.271
0.773 2.033 1.081
-0.361 -0.022 -0.299
-0.545 -0.288 0.468
0.041 -2.992 -0.950
1.212 1.110 -2.082
-1.416 -0.730 1.235
0.641 0.723 1.013
-0.183 -0.791 0.556
0.139 -0.139 0.379
0.251 0.618 -0.183
-0.148 0.163 -0.569
0.071 0.445 -0.221
-0.038 -0.262 -0.046
-0.102 -0.395 0.262
0.513 -0.081 -0.223
-0.131 -0.035 0.069
-0.187 0.021 0.051
-0.064 -0.386 0.126
0.109 0.318 -0.216
0.059 0.384 -0.082

No. 3
Computed, not measured: a molecular structure, C4H6AgO7 at a distorted geometry, with ωB97M-V/def2-TZVPD.

E_tot: -22577.2845 eV
M: 273.95 g mol⁻¹
Maximum force: 4.51 eV/A
Total charge: -1

Atoms and positions in Å:
O (-2.4049, -0.0434, 9.5813)
C (-1.6681, -0.8212, 8.9266)
O (-1.0640, -1.8160, 9.3931)
O (-1.6106, -0.5720, 7.5965)
O (0.3303, -1.2665, 4.6432)
C (-0.6050, -0.6075, 5.4566)
C (-0.6578, -1.2829, 6.8130)
Ag (-1.9053, -1.2549, 11.5160)
H (-1.6068, -0.6436, 4.9938)
H (-0.3276, 0.4547, 5.5870)
H (0.3310, -1.2479, 7.2905)
H (-0.9608, -2.3345, 6.7068)
C (2.6827, -0.6928, 4.5601)
O (3.0042, -0.1603, 5.6436)
O (3.2249, -1.9394, 4.2577)
H (3.4538, -2.3545, 5.0955)
O (2.2891, -0.0665, 3.4861)
H (0.6653, -0.5507, 3.7743)

Atomic forces in eV per Å
-0.154 0.157 0.809
-0.290 -0.105 -1.476
0.296 -0.267 0.705
-0.237 0.342 0.911
-0.012 2.044 -2.803
0.091 0.359 -0.448
0.609 -0.470 -0.182
0.080 0.150 -0.825
-0.010 0.103 0.200
-0.127 -0.252 0.113
-0.235 -0.014 -0.161
0.067 0.214 0.061
2.744 3.100 -1.798
-1.156 -1.211 -0.306
-0.762 -0.535 0.201
0.042 0.214 0.141
-0.808 -1.271 1.553
-0.136 -2.558 3.305

No. 4
Computed, not measured: a molecular structure, C4H6AlFO4 at a distorted geometry, with ωB97M-V/def2-TZVPD.

<S²>: 0.75
Spin multiplicity: 2
E_tot: -21742.8096 eV
M: 164.07 g mol⁻¹
Maximum force: 4.82 eV/A
Total charge: +1

Atoms and positions in Å:
O (-0.1340, -1.2200, 0.2190)
C (-1.3468, -0.8877, 0.6932)
C (-1.5446, 0.6109, 0.4574)
O (-0.2458, 1.1869, 0.5849)
C (0.6622, 0.6397, -0.2450)
O (0.4022, 0.8956, -1.5227)
O (1.8292, 0.4474, 0.1711)
C (1.1775, 0.1886, -2.4895)
H (-2.1967, 1.0743, 1.2029)
F (-1.4226, -1.1121, 2.0950)
H (-2.1654, -1.4865, 0.2618)
H (-1.9303, 0.7760, -0.5578)
H (0.7594, 0.4549, -3.4640)
H (2.2309, 0.4848, -2.4202)
H (1.1091, -0.8939, -2.3220)
Al (1.5047, -1.2392, 0.9824)

Atomic forces in eV per Å
1.972 -1.015 0.103
-1.989 0.145 1.331
-0.539 0.090 -0.543
0.992 -0.729 -0.192
-2.006 4.104 -1.540
-0.323 -1.015 1.745
0.840 -2.254 0.853
0.853 -0.271 -0.653
0.241 -0.153 -0.182
0.555 0.040 -0.972
0.437 0.121 0.064
0.030 0.037 0.292
0.144 -0.108 0.307
-0.292 0.053 -0.107
-0.197 0.226 -0.080
-0.719 0.730 -0.427

No. 5
Computed, not measured: a molecular structure, C4H6AlO2 at a distorted geometry, with ωB97M-V/def2-TZVPD.

E_tot: -14896.6963 eV
M: 113.07 g mol⁻¹
Maximum force: 5.74 eV/A
Total charge: +3

Atoms and positions in Å:
Al (5.2376, 5.5485, 2.6754)
O (1.5498, 1.0781, 0.4816)
C (0.6376, 0.3307, 0.0740)
O (0.8320, -0.3273, -1.0316)
C (-0.2723, -1.1766, -1.2846)
C (-1.1328, -1.0901, -0.0191)
C (-0.7566, 0.2588, 0.5675)
H (0.0826, -2.2025, -1.3827)
H (-0.9322, -0.7944, -2.0633)
H (-0.9107, -1.9384, 0.6284)
H (-2.1768, -1.1008, -0.3323)
H (-0.8588, 0.3709, 1.6469)
H (-1.2994, 1.0431, 0.0399)

Atomic forces in eV per Å
0.244 0.255 0.122
-2.901 -2.155 0.010
4.305 3.716 -0.767
-0.409 -0.656 -1.354
1.481 -1.883 2.987
0.957 0.587 -0.636
-1.329 -0.768 0.713
0.144 0.138 -1.081
-0.394 0.503 -1.213
-0.354 -1.056 -0.139
-1.368 0.097 1.111
-0.742 0.000 0.287
0.367 1.224 -0.040

No. 6
Computed, not measured: a molecular structure, C4H6AlO4 at a distorted geometry, with ωB97M-V/def2-TZVPD.

E_tot: -19027.5051 eV
M: 145.07 g mol⁻¹
Maximum force: 4.01 eV/A
Total charge: +1

Atoms and positions in Å:
Al (0.8508, -6.6885, -7.3604)
C (2.7250, -7.2659, -10.7762)
C (1.8797, -6.9822, -9.6156)
O (0.8857, -6.2463, -9.6183)
O (2.1303, -7.6748, -8.4596)
H (3.2665, -8.2584, -10.7794)
H (3.6596, -6.5700, -10.9143)
H (2.1584, -7.1721, -11.6305)
C (-0.7033, -7.1460, -3.9106)
C (0.2422, -7.2287, -5.1479)
O (0.7373, -6.0429, -5.6149)
O (0.5690, -8.1335, -5.8991)
H (-1.0654, -6.1482, -3.9287)
H (-0.0758, -7.3512, -3.0334)
H (-1.5158, -7.9074, -3.9538)

Atomic forces in eV per Å
2.605 -2.270 -0.101
3.990 -0.212 0.341
0.995 -2.554 2.620
-0.753 0.807 1.814
-1.694 2.964 -0.583
-1.139 0.863 0.496
-2.001 -0.692 0.662
-1.223 0.272 -2.000
1.438 -1.748 -1.214
-0.281 2.869 0.397
-1.227 0.115 -1.088
-0.844 -1.929 -1.444
-0.364 0.769 0.325
-0.256 0.210 -0.055
0.755 0.536 -0.169

No. 7
Computed, not measured: 2 unconnected molecules or ions with the total composition C4H6BCl2N2O2 at a distorted geometry, with ωB97M-V/def2-TZVPD.

E_tot: -37034.0516 eV
M: 195.82 g mol⁻¹
Maximum force: 2.94 eV/A
Total charge: +1

Atoms and positions in Å:
B (1.8933, 2.5056, -0.0563)
C (0.1284, -0.6585, 1.2912)
C (-1.4663, -1.6496, -0.6185)
C (-0.9218, -1.4270, 1.6587)
C (0.4573, -0.2470, -0.0626)
N (-1.7593, -1.9176, 0.6278)
N (-0.4917, -0.7772, -0.9795)
O (2.7366, 1.6649, -0.4619)
O (1.2681, 3.4874, 0.3401)
Cl (-1.4301, -1.5599, 3.3311)
Cl (2.2746, -1.1558, -0.2191)
H (0.5814, -0.0819, 2.0134)
H (-2.1590, -2.0798, -1.3211)
H (-2.5945, -2.4744, 0.8750)
H (-0.3233, -0.6698, -2.0347)
H (2.6306, 0.6248, -0.3437)
H (0.7427, 4.1540, 0.8193)

Atomic forces in eV per Å
0.690 -1.940 -0.267
-2.347 -0.718 -0.565
0.569 1.123 -0.755
0.740 1.293 0.267
0.376 0.909 0.069
-0.172 -0.678 1.252
-0.863 -2.279 -1.639
0.328 -0.245 0.018
-1.463 2.193 0.743
0.004 -0.256 -1.286
-0.262 0.033 -0.360
1.313 0.523 1.815
0.155 0.109 -0.591
0.840 0.418 -0.368
-0.476 -0.030 2.337
0.041 0.331 -0.242
0.528 -0.787 -0.429

No. 8
Computed, not measured: a molecular structure, C4H6BeF3O2 at a distorted geometry, with ωB97M-V/def2-TZVPD.

E_tot: -16881.5801 eV
M: 152.10 g mol⁻¹
Maximum force: 5.08 eV/A
Total charge: +1

Atoms and positions in Å:
Be (1.2926, -1.8327, -1.8138)
C (0.9282, -0.5234, 0.8525)
O (0.2862, -0.1333, -0.3331)
O (1.5231, -1.6873, 0.3907)
C (1.6903, 0.7038, 1.4138)
F (2.5578, 1.1769, 0.5085)
F (0.8160, 1.6751, 1.6821)
F (2.3937, 0.4504, 2.5134)
C (-1.0778, 0.3519, -0.2755)
C (-1.8319, -0.2315, -1.4668)
H (-1.4529, 0.1585, -2.4144)
H (-1.7740, -1.3228, -1.4591)
H (-2.8416, 0.1770, -1.4167)
H (-1.1297, 1.4213, -0.5127)
H (-1.5646, 0.3505, 0.6969)
H (0.1844, -0.7343, 1.6340)

Atomic forces in eV per Å
-0.193 1.632 4.804
-0.491 -0.935 -1.043
-1.758 1.085 -1.021
1.252 -0.618 -1.230
1.677 -0.040 -0.598
-0.057 -0.001 -0.287
-0.327 -0.269 0.002
-0.434 -0.386 0.064
-0.378 1.653 -1.747
0.113 0.026 0.650
0.355 -0.027 0.106
-0.523 -0.060 -0.045
-0.240 -0.609 -0.023
0.800 0.127 0.290
0.259 -1.094 0.160
-0.055 -0.485 -0.083

No. 9
Computed, not measured: a molecular structure, C4H6BeO2 at a distorted geometry, with ωB97M-V/def2-TZVPD.

E_tot: -8738.1157 eV
M: 95.10 g mol⁻¹
Maximum force: 4.40 eV/A
Total charge: 0

Atoms and positions in Å:
O (2.8646, -0.0206, 0.4403)
C (1.8799, -0.8167, -0.2015)
C (0.5512, -0.0557, -0.3360)
O (-0.3905, -0.5750, 0.6259)
C (-1.5982, -0.0138, 0.6951)
C (-2.0241, 1.0635, 0.0104)
Be (1.3865, 1.1986, 0.3045)
H (1.7104, -1.7563, 0.3616)
H (2.2242, -1.1035, -1.2163)
H (0.1120, -0.1817, -1.3387)
H (-2.2960, -0.6443, 1.2542)
H (-3.0447, 1.4069, 0.1808)
H (-1.3753, 1.4985, -0.7802)

Atomic forces in eV per Å
-2.936 2.865 -0.080
0.705 -0.799 -0.096
-1.815 -0.805 -0.696
0.499 -0.551 0.032
-0.868 0.281 -0.844
0.582 -0.274 -0.248
3.887 -1.985 0.541
-0.101 0.384 -0.099
-0.147 0.198 0.267
0.176 0.287 0.301
0.393 0.460 0.324
0.394 -0.041 -0.271
-0.767 -0.018 0.870